Computed, not measured: C2F3NO3S as an isolated structure in a non-equilibrium geometry, with the ωB97M-V functional and the def2-TZVPD basis.

Each line ends with the Mulliken charge.
Geometry (Å):
1 C -1.01756 0.17426 0.10671  0.292
2 C 0.01983 0.52817 1.20653  0.812
3 N -0.30511 -0.30164 -0.94049  0.286
4 O -2.16147 0.42544 0.18985  -0.445
5 O 2.13540 -0.56825 -1.72950  -0.318
6 O -0.89471 -0.74339 -2.19739  -0.545
7 F 0.83492 1.44541 0.78955  -0.217
8 F -0.53439 0.90403 2.31963  -0.213
9 F 0.89131 -0.55062 1.51701  -0.289
10 S 1.03178 -1.31340 -1.26189  0.636

strongest force on any atom	0.0813	Eh/bohr
relative energy (zero: lowest compared OMol25 entry of this formula, charge and spin)	411.71	kJ/mol
HOMO-LUMO gap (alpha / beta)	7.60 / 7.51	eV